1.
The following is a quantum chemistry calculation of C41H35BiClOPSi as an isolated structure in a non-equilibrium geometry, from the Open Molecules 2025 dataset.

Results
**LUMO (spin up / spin down)**: -2.00 / -2.00 eV
**Total charge**: 0
**Strongest force on any atom**: 0.054 hartree/bohr
**E_HOMO (spin up / spin down)**: -7.10 / -7.10 eV
**ΔE to the lowest compared entry with this formula, charge and spin**: 1.5764 eV
**Frontier orbital gap (spin up / spin down)**: 5.099 / 5.099 eV

The geometry in XYZ format:
```
81
Properties=species:S:1:pos:R:3:lowdin_charge:R:1
C -0.7822 -2.8033 1.2740 -0.15
C -0.7017 -3.3542 -0.0216 -0.12
C 0.6503 -3.6817 -0.2993 -0.14
H -1.5404 -3.5374 -0.6921 0.09
C 1.4302 -3.3511 0.8308 -0.31
C 0.5411 -2.8183 1.8444 -0.35
H 0.7656 -2.6954 2.9130 0.08
H -1.6871 -2.4611 1.7826 0.09
H 1.0046 -4.1484 -1.2167 0.09
H 2.4961 -3.5580 0.9604 0.08
Bi 1.6719 -0.4856 1.1123 1.58
Cl 3.7036 0.9212 0.7249 -0.21
P 0.1851 -0.5995 -3.6727 1.06
C 1.4446 -1.7274 -4.2546 -0.39
C 1.2832 -2.6366 -5.3164 -0.09
H 0.3500 -2.6567 -5.8766 0.11
C 2.3286 -3.4958 -5.6524 -0.09
H 2.2130 -4.1979 -6.4780 0.10
C 3.5333 -3.4702 -4.9422 -0.09
H 4.3490 -4.1343 -5.2180 0.10
C 3.6888 -2.5807 -3.8717 -0.09
H 4.6252 -2.5630 -3.3125 0.10
C 2.6607 -1.7188 -3.5246 -0.11
H 2.7661 -1.0180 -2.6958 0.09
C -1.4815 -1.1073 -4.0539 -0.38
C -1.8518 -2.4517 -3.8023 -0.11
H -1.0959 -3.1633 -3.4619 0.10
C -3.1669 -2.8656 -3.9907 -0.09
H -3.4357 -3.9072 -3.8147 0.10
C -4.1402 -1.9523 -4.4093 -0.10
H -5.1652 -2.2869 -4.5774 0.10
C -3.7955 -0.6127 -4.6181 -0.09
H -4.5641 0.0998 -4.9193 0.10
C -2.4782 -0.1858 -4.4481 -0.09
H -2.2093 0.8576 -4.6239 0.10
C 0.5691 1.0860 -4.1471 -0.39
C 1.1694 1.4570 -5.3646 -0.08
H 1.4145 0.6940 -6.1011 0.11
C 1.4361 2.8047 -5.6129 -0.09
H 1.8905 3.1021 -6.5591 0.10
C 1.1298 3.7825 -4.6659 -0.09
H 1.3198 4.8353 -4.8775 0.10
C 0.5815 3.4120 -3.4316 -0.08
H 0.3608 4.1681 -2.6828 0.10
C 0.3170 2.0725 -3.1638 -0.11
H -0.0837 1.7570 -2.2017 0.09
O -0.0176 0.7755 1.5796 -0.57
Si -0.3583 1.2661 3.1312 0.47
C 0.0836 3.0811 3.2482 -0.22
C 1.2776 3.5223 2.6563 -0.10
C 1.7049 4.8457 2.8040 -0.08
C 0.9335 5.7553 3.5310 -0.09
C -0.2681 5.3316 4.1004 -0.09
C -0.6891 4.0032 3.9641 -0.09
C -2.1156 0.8947 3.5847 -0.24
C -2.5945 1.0809 4.8900 -0.12
C -3.9110 0.7308 5.2196 -0.08
C -4.7615 0.2002 4.2485 -0.09
C -4.2907 0.0333 2.9438 -0.08
C -2.9764 0.3777 2.6105 -0.08
C 0.8087 0.2636 4.2052 -0.25
C 2.1874 0.3455 3.9460 -0.21
C 3.0864 -0.4859 4.6173 -0.08
C 2.6263 -1.3463 5.6050 -0.08
C 1.2565 -1.4267 5.8752 -0.06
C 0.3437 -0.6414 5.1556 -0.08
H 1.8908 2.8291 2.0686 0.06
H 2.6473 5.1605 2.3587 0.10
H 1.2851 6.7760 3.6726 0.10
H -0.8780 6.0351 4.6658 0.10
H -1.6274 3.6828 4.4224 0.09
H -1.9407 1.4913 5.6647 0.11
H -4.2629 0.8711 6.2420 0.10
H -5.7836 -0.0840 4.5062 0.10
H -4.9477 -0.3743 2.1771 0.10
H -2.6150 0.2409 1.5895 0.10
H 2.5787 1.1476 3.3052 0.05
H 4.1450 -0.4488 4.3602 0.11
H 3.3264 -1.9552 6.1781 0.11
H 0.8854 -2.0817 6.6608 0.11
H -0.7294 -0.7210 5.3425 0.10
```



2.
The following is a quantum chemistry calculation of C16H36AsN2ORuS3Si2 as an isolated structure in a non-equilibrium geometry, from the Open Molecules 2025 dataset.

Results
**LUMO (spin up / spin down)**: -2.54 / -4.47 eV
**Total charge**: +1
**Strongest force on any atom**: 0.036 hartree/bohr
**E_HOMO (spin up / spin down)**: -9.95 / -10.55 eV
**ΔE to the lowest compared entry with this formula, charge and spin**: 0.6607 eV
**Multiplicity**: 5
**Frontier orbital gap (spin up / spin down)**: 7.407 / 6.082 eV

The geometry in XYZ format:
```
62
Properties=species:S:1:pos:R:3:mulliken_spin:R:1
Ru 0.2444 -0.1511 0.4613 2.48
N -1.0540 1.5657 -0.7656 0.10
C -2.3169 1.8097 -0.0609 -0.02
C -2.0668 1.7532 1.4366 0.01
N -1.5516 0.4159 1.7825 0.00
H -0.4515 2.3796 -0.7055 -0.01
H -1.2111 1.3588 -1.7424 -0.01
H -3.0195 1.0211 -0.3397 0.01
H -2.7642 2.7731 -0.3160 0.00
H -2.9868 1.9848 1.9768 0.00
H -1.3118 2.4911 1.7109 0.00
H -2.2749 -0.2772 1.6281 0.00
H -1.2951 0.3758 2.7628 0.00
S 1.3454 1.7256 1.3325 0.21
C 3.0382 1.3990 1.0537 0.00
C 4.0091 2.1867 1.6724 -0.01
C 5.3484 1.9645 1.4111 0.04
C 5.7348 0.9605 0.5269 0.00
C 4.7814 0.1684 -0.0818 0.03
C 3.4268 0.3758 0.1864 0.02
S 2.2330 -0.6844 -0.5264 0.21
H 3.6915 2.9647 2.3546 0.00
H 6.0985 2.5739 1.8973 0.00
H 6.7840 0.7949 0.3227 0.00
H 5.0673 -0.6182 -0.7698 0.00
C -1.0319 -1.1494 -4.5488 0.00
S 0.1732 -0.8798 -3.2149 0.01
C 1.1510 -2.3699 -3.5417 0.00
O -0.5852 -1.1214 -1.9394 0.00
H -1.6721 -1.9881 -4.2803 0.00
H -0.4971 -1.3481 -5.4764 0.00
H -1.6250 -0.2435 -4.6555 0.00
H 1.6477 -2.2395 -4.5028 0.00
H 0.5026 -3.2434 -3.5526 0.00
H 1.8900 -2.4500 -2.7479 0.01
C 1.0599 -5.3751 -0.6106 0.05
Si -0.5896 -4.5907 -0.1436 0.02
C -1.4944 -5.5759 1.1868 0.02
C -1.7592 -4.3717 -1.6066 0.01
As -0.2188 -2.4527 0.8851 0.77
Si 1.3893 -2.9457 2.6032 0.00
C 3.1648 -3.1370 1.9968 0.03
C 0.9108 -4.5090 3.5470 0.01
C 1.1999 -1.4868 3.7927 0.02
H 0.8970 -6.3029 -1.1625 0.00
H 1.6356 -5.6148 0.2854 0.00
H 1.6635 -4.7128 -1.2334 -0.01
H -1.7400 -6.5818 0.8413 0.00
H -2.4261 -5.0733 1.4534 0.00
H -0.8924 -5.6689 2.0901 -0.01
H -2.0916 -5.3419 -1.9811 0.00
H -1.2987 -3.8276 -2.4299 0.00
H -2.6396 -3.8087 -1.2919 0.00
H 3.2353 -3.8158 1.1451 0.00
H 3.7678 -3.5498 2.8091 0.00
H 3.5986 -2.1813 1.7049 0.00
H 1.1449 -5.4176 2.9886 0.00
H -0.1508 -4.5218 3.7991 0.01
H 1.4751 -4.5455 4.4817 0.00
H 1.2402 -0.5345 3.2618 -0.01
H 1.9899 -1.4736 4.5465 0.00
H 0.2412 -1.5499 4.3150 0.01
```



3.
The following is a quantum chemistry calculation of a 2-piece molecular cluster, C16H27N4O overall in a non-equilibrium geometry, from the Open Molecules 2025 dataset.

Results
**LUMO**: 2.17 eV
**Total charge**: -1
**Strongest force on any atom**: 0.021 hartree/bohr
**E_HOMO**: -0.96 eV
**ΔE to the lowest compared entry with this formula, charge and spin**: 0.0000 eV
**Frontier orbital gap**: 3.126 eV

The geometry in XYZ format:
```
48
Properties=species:S:1:pos:R:3:lowdin_charge:R:1
C 5.6731 -2.0735 2.9501 0.00
C 4.3784 -2.3613 3.0784 -0.18
C 3.3291 -1.5607 2.3664 -0.14
C 2.1712 -1.0841 3.2762 -0.49
N 2.7309 -0.7342 4.6102 0.09
C 1.5707 0.1442 2.7340 -0.16
N 1.0495 1.0885 2.3403 0.20
C 1.0810 -2.1524 3.5325 -0.10
C 0.9314 -3.1369 2.4672 -0.22
N 0.9385 -3.9545 1.6640 0.17
H 6.0140 -1.1274 2.5456 0.06
H 6.4417 -2.7841 3.2288 0.05
H 4.0927 -3.1787 3.7319 0.10
H 2.9648 -2.0907 1.4880 0.12
H 3.8312 -0.6648 1.9949 0.12
H 2.0632 -0.9289 5.3429 0.07
H 2.9829 0.2443 4.6344 0.09
H 1.2497 -2.6722 4.4746 0.12
H 0.1218 -1.6404 3.6418 0.13
C -3.3728 -0.7040 -2.6672 -0.05
C -2.6803 0.6388 -2.9775 -0.54
C -3.3455 1.7426 -2.1409 -0.17
C -3.0080 1.7084 -0.6473 -0.19
C -1.6206 1.1096 -0.3697 -0.16
C -0.6584 1.1687 -1.5635 -0.56
N -1.2531 0.4705 -2.6814 -0.22
O -0.4240 0.4761 -3.8158 -0.34
C 0.6027 0.4053 -1.1610 -0.07
C -0.2545 2.6290 -1.8458 -0.04
C -2.9411 0.9709 -4.4412 -0.08
H -2.9284 -1.4919 -3.2768 0.08
H -4.4520 -0.6696 -2.8819 0.07
H -3.2458 -0.9787 -1.6185 0.06
H -3.0442 2.7129 -2.5444 0.09
H -4.4332 1.6978 -2.2756 0.10
H -3.0555 2.7292 -0.2549 0.10
H -3.7671 1.1439 -0.0968 0.09
H -1.1738 1.6109 0.4944 0.09
H -1.7300 0.0593 -0.0790 0.10
H 0.3690 -0.6517 -1.0113 0.08
H 1.0161 0.8022 -0.2284 0.04
H 1.3684 0.4785 -1.9327 0.07
H 0.2162 3.0778 -0.9623 0.07
H -1.1084 3.2526 -2.1173 0.06
H 0.4613 2.6628 -2.6673 0.07
H -4.0231 1.0448 -4.6109 0.07
H -2.5426 0.2009 -5.0977 0.07
H -2.4831 1.9210 -4.7174 0.07
```